Entry 1:
One molecule with the formula C6H12O. Source: the OMol25 dataset; level of theory: wB97M-V/def2-TZVPD.

ORCA input file:
```
! RIJCOSX wB97M-V def2-TZVPD def2/J DEFGRID3
* xyz 0 1
O 1.210 0.193 -1.744
C 1.039 -0.150 0.743
C 1.767 0.361 -0.473
C -2.177 0.570 -0.621
C -1.460 0.336 0.707
C -0.351 -0.737 0.632
C 2.234 -0.888 0.196
H 2.036 -1.810 -0.344
H 2.378 1.258 -0.362
H -0.482 -1.477 1.433
H -2.200 0.057 1.464
H 0.589 0.918 -1.891
H -1.024 1.282 1.054
H -2.868 1.417 -0.565
H -0.427 -1.286 -0.315
H -1.463 0.772 -1.426
H 3.169 -0.872 0.748
H 1.214 0.421 1.655
H -2.753 -0.312 -0.920
*
```

E_HOMO, hartree: -0.351
SMILES string: CCC[C@H]1C[C@H]1O
HOMO-LUMO gap, eV: 10.5



Entry 2:
A 2-piece molecular cluster, C6H12O overall at a distorted geometry. Source: the OMol25 dataset; level of theory: wB97M-V/def2-TZVPD.

ORCA input file:
```
! RIJCOSX wB97M-V def2-TZVPD def2/J DEFGRID3
* xyz 0 1
O -3.094 -0.003 -2.410
C 0.602 0.913 0.449
C 0.543 -2.397 -0.160
C 0.433 2.019 1.483
C 0.668 -1.596 0.888
C 1.439 -0.287 0.868
C 0.047 0.982 -0.751
H 0.236 -1.916 1.832
H -0.018 -3.316 -0.104
H 2.330 -0.403 0.261
H 0.654 2.979 1.011
H 0.085 0.130 -1.421
H -0.593 2.086 1.833
H -3.065 0.228 -3.344
H 1.184 1.918 2.263
H 1.799 -0.134 1.893
H -0.612 1.761 -1.128
H -3.619 -0.804 -2.344
H 0.981 -2.158 -1.118
*
```

E_HOMO, hartree: -0.329
SMILES string: C=CCC(=C)C.O
HOMO-LUMO gap, eV: 9.8



Entry 3:
A 2-piece molecular cluster, C6H12O overall at a distorted geometry. Source: the OMol25 dataset; level of theory: wB97M-V/def2-TZVPD.

ORCA input file:
```
! RIJCOSX wB97M-V def2-TZVPD def2/J DEFGRID3
* xyz 0 1
O -0.538 -2.136 -2.783
C 1.502 -0.448 0.435
C -2.347 2.204 -0.168
C -0.122 1.379 0.418
C 0.271 -0.058 0.838
C -1.538 1.599 0.697
C 2.138 -1.703 0.821
H -3.421 2.263 -0.036
H -0.698 -2.404 -1.867
H 1.507 -2.600 0.700
H 3.079 -1.923 0.290
H 0.565 2.156 0.710
H -1.990 2.451 -1.148
H -0.567 -0.648 1.161
H -2.042 1.058 1.550
H 0.012 1.378 -0.698
H 2.149 0.298 -0.070
H -0.521 -1.166 -2.673
H 2.561 -1.699 1.822
*
```

E_HOMO, hartree: -0.336
SMILES string: C=CC/C=C/C.O
HOMO-LUMO gap, eV: 10.0



Entry 4:
A 2-piece molecular cluster, C6H12O overall. Source: the OMol25 dataset; level of theory: wB97M-V/def2-TZVPD.

ORCA input file:
```
! RIJCOSX wB97M-V def2-TZVPD def2/J DEFGRID3
* xyz 0 1
O -1.264 1.812 0.661
C 2.251 -0.635 -0.481
C 3.441 -0.031 -0.497
C -2.762 -0.910 0.340
C -1.383 -0.514 -0.199
C -0.707 0.510 0.678
C 0.042 1.637 0.118
H -3.407 -0.028 0.403
H 1.628 -0.710 -1.374
H -0.419 0.153 1.671
H 0.117 1.731 -0.968
H 3.836 0.420 -1.405
H 1.859 -1.087 0.429
H 4.073 0.021 0.390
H -1.474 -0.089 -1.208
H 0.852 2.102 0.683
H -3.263 -1.636 -0.310
H -0.725 -1.393 -0.273
H -2.693 -1.353 1.342
*
```

E_HOMO, hartree: -0.374
SMILES string: CC[C@H]1CO1.C=C
HOMO-LUMO gap, eV: 11.3



- Which formula does entry 4 have?
  C6H12O



Copy entry 3 word for word.
A 2-piece molecular cluster, C6H12O overall at a distorted geometry. Source: the OMol25 dataset; level of theory: wB97M-V/def2-TZVPD.

ORCA input file:
```
! RIJCOSX wB97M-V def2-TZVPD def2/J DEFGRID3
* xyz 0 1
O -0.538 -2.136 -2.783
C 1.502 -0.448 0.435
C -2.347 2.204 -0.168
C -0.122 1.379 0.418
C 0.271 -0.058 0.838
C -1.538 1.599 0.697
C 2.138 -1.703 0.821
H -3.421 2.263 -0.036
H -0.698 -2.404 -1.867
H 1.507 -2.600 0.700
H 3.079 -1.923 0.290
H 0.565 2.156 0.710
H -1.990 2.451 -1.148
H -0.567 -0.648 1.161
H -2.042 1.058 1.550
H 0.012 1.378 -0.698
H 2.149 0.298 -0.070
H -0.521 -1.166 -2.673
H 2.561 -1.699 1.822
*
```

E_HOMO, hartree: -0.336
SMILES string: C=CC/C=C/C.O
HOMO-LUMO gap, eV: 10.0



Copy entry 4 word for word.
A 2-piece molecular cluster, C6H12O overall. Source: the OMol25 dataset; level of theory: wB97M-V/def2-TZVPD.

ORCA input file:
```
! RIJCOSX wB97M-V def2-TZVPD def2/J DEFGRID3
* xyz 0 1
O -1.264 1.812 0.661
C 2.251 -0.635 -0.481
C 3.441 -0.031 -0.497
C -2.762 -0.910 0.340
C -1.383 -0.514 -0.199
C -0.707 0.510 0.678
C 0.042 1.637 0.118
H -3.407 -0.028 0.403
H 1.628 -0.710 -1.374
H -0.419 0.153 1.671
H 0.117 1.731 -0.968
H 3.836 0.420 -1.405
H 1.859 -1.087 0.429
H 4.073 0.021 0.390
H -1.474 -0.089 -1.208
H 0.852 2.102 0.683
H -3.263 -1.636 -0.310
H -0.725 -1.393 -0.273
H -2.693 -1.353 1.342
*
```

E_HOMO, hartree: -0.374
SMILES string: CC[C@H]1CO1.C=C
HOMO-LUMO gap, eV: 11.3



- Which of these has the lowest HOMO-LUMO gap?
  number 2